The following is a DFT calculation (the ωB97M-V functional and the def2-TZVPD basis) of 7 unconnected molecules or ions with the total composition C30H50NO17P.

Values from the calculation:
**SMILES**: CC(=O)NCCCCOP(=O)(O)O.O=C1CCCO1.O=C1CCCO1.O=C1CCCO1.O=C1CCCO1.O=C1CCCO1.O=C1CCCO1
**Charge**: 0
**Orbital gap**: 10.0 eV

Positions of all 99 atoms, in Å:
C: 9.918 -1.316 -0.106
C: 9.875 0.187 -0.066
O: 10.745 0.837 0.457
N: 8.764 0.788 -0.637
C: 8.450 0.424 -2.038
C: 7.861 1.629 -2.765
C: 6.635 2.243 -2.090
C: 5.493 1.253 -1.934
O: 4.264 1.989 -1.821
P: 2.895 1.247 -1.584
O: 1.717 2.093 -1.700
O: 2.864 0.012 -2.592
O: 3.132 0.571 -0.152
H: 10.950 -1.638 0.020
H: 9.333 -1.705 0.731
H: 9.504 -1.726 -1.026
H: 8.918 1.790 -0.559
H: 7.710 -0.384 -2.026
H: 9.342 0.080 -2.569
H: 8.639 2.402 -2.802
H: 7.644 1.369 -3.804
H: 6.880 2.671 -1.117
H: 6.267 3.059 -2.718
H: 5.447 0.571 -2.789
H: 5.635 0.651 -1.029
H: 3.466 -0.707 -2.365
H: 2.283 0.223 0.172
O: -0.202 0.372 2.023
C: -0.147 1.574 2.032
C: -0.354 2.526 0.880
C: 0.244 3.830 1.400
C: 0.026 3.684 2.903
O: 0.112 2.267 3.161
H: -1.427 2.613 0.691
H: 0.142 2.164 -0.018
H: -0.211 4.726 0.985
H: 1.311 3.858 1.178
H: -0.963 4.026 3.213
H: 0.779 4.184 3.507
O: -3.808 2.913 -0.608
C: -4.174 1.990 0.061
C: -4.721 0.653 -0.402
C: -5.341 0.080 0.870
C: -4.484 0.726 1.949
O: -4.093 2.005 1.412
H: -3.884 0.048 -0.754
H: -5.428 0.796 -1.214
H: -5.340 -1.002 0.914
H: -6.373 0.420 0.963
H: -3.572 0.158 2.151
H: -5.009 0.888 2.887
O: 12.291 -0.006 -5.126
C: 12.639 0.486 -4.094
C: 13.640 1.606 -3.870
C: 13.941 1.505 -2.374
C: 12.639 0.920 -1.835
O: 12.129 0.093 -2.901
H: 13.154 2.548 -4.130
H: 14.509 1.466 -4.507
H: 14.207 2.449 -1.904
H: 14.758 0.802 -2.209
H: 11.899 1.689 -1.616
H: 12.770 0.305 -0.951
O: -5.301 -3.780 -1.250
C: -4.237 -3.696 -0.711
C: -3.048 -4.633 -0.804
C: -2.187 -4.212 0.387
C: -2.554 -2.740 0.535
O: -3.926 -2.655 0.100
H: -2.551 -4.453 -1.759
H: -3.381 -5.666 -0.765
H: -1.120 -4.369 0.248
H: -2.497 -4.761 1.277
H: -1.951 -2.092 -0.105
H: -2.494 -2.376 1.557
O: -8.422 -1.378 1.554
C: -8.997 -0.968 0.587
C: -9.232 -1.704 -0.718
C: -9.636 -0.575 -1.667
C: -10.269 0.428 -0.708
O: -9.563 0.256 0.537
H: -10.037 -2.424 -0.560
H: -8.331 -2.231 -1.020
H: -10.308 -0.879 -2.467
H: -8.745 -0.139 -2.120
H: -11.326 0.221 -0.529
H: -10.160 1.463 -1.020
O: -12.887 -4.106 4.977
C: -12.103 -3.234 4.745
C: -12.281 -1.737 4.938
C: -11.145 -1.149 4.102
C: -10.104 -2.261 4.164
O: -10.866 -3.481 4.259
H: -12.169 -1.519 6.001
H: -13.272 -1.433 4.614
H: -10.767 -0.195 4.462
H: -11.476 -1.013 3.071
H: -9.470 -2.182 5.051
H: -9.477 -2.301 3.281